Entry 1:
Here is a 2-piece molecular cluster, C5H9Cl3Si overall from the Open Molecules 2025 dataset. Energies are from wB97M-V/def2-TZVPD.

## Properties
- energy relative to the best compared isomer or geometry (same formula, charge and spin) (kJ/mol) = 157.7
- energy (hartree) = -1865.97964
- HOMO (spin up / spin down) (eV) = -8.09 / -8.07

```
! wB97M-V def2-TZVPD RIJCOSX def2/J DEFGRID3
* xyz 0 1
C 0.9487 0.7446 -1.6384
C -0.1870 0.7631 -0.9802
C 1.5028 -0.4516 1.3906
C -0.2126 -1.8800 0.1004
C 0.0681 -0.7015 0.9907
Si -1.6484 1.7735 -0.5343
Cl -1.2990 2.5306 1.3371
Cl -2.1794 3.4452 -1.6118
Cl -3.3527 0.6935 -0.4766
H 1.0380 1.2360 -2.5699
H 1.5070 -0.1358 -1.5246
H 2.0501 -1.2423 0.9605
H 1.3948 -0.2409 2.4519
H 1.8354 0.4704 0.7464
H 0.5994 -2.2476 -0.6726
H -0.1885 -2.6627 0.8223
H -1.2385 -1.7967 -0.3993
H -0.6384 -0.2977 1.6078
*
```

Löwdin population analysis, charges in e, atoms 1 to 2:
1 C -0.08
2 C -0.28

***

Entry 2:
Here is a 12-piece molecular cluster, C51H121N17O12 overall from the Open Molecules 2025 dataset. Energies are from wB97M-V/def2-TZVPD.

## Properties
- energy (hartree) = -3849.33374
- HOMO (eV) = -7.94

```
! wB97M-V def2-TZVPD RIJCOSX def2/J DEFGRID3
* xyz 0 1
O 16.0363 15.5813 8.4417
H 15.5962 16.0781 9.1314
H 16.1796 14.7154 8.8238
C 17.5014 21.3807 17.9002
C 17.3966 19.9710 18.5585
C 16.1629 19.9050 19.5254
C 14.7871 19.6108 18.8725
C 14.9260 18.1828 18.2566
C 16.0736 18.1276 17.2215
N 17.3129 18.7777 17.6978
O 18.3920 18.6869 16.8202
C 16.1937 16.5682 17.0913
C 15.7011 18.6911 15.8492
C 18.6748 19.6674 19.3528
H 18.4326 21.3837 17.3335
H 17.4999 22.1666 18.6554
H 16.7299 21.5552 17.1502
H 16.4406 19.3386 20.4143
H 15.9548 20.8924 19.9373
H 14.4527 20.3863 18.1833
H 14.0525 19.4960 19.6695
H 13.9924 17.6892 17.9867
H 15.2058 17.5696 19.1132
H 16.6295 16.1746 18.0096
H 15.2396 16.0681 16.9254
H 16.8502 16.1590 16.3234
H 14.7914 18.1862 15.5242
H 15.3706 19.7289 15.8065
H 16.4815 18.4807 15.1179
H 18.8192 20.3433 20.1958
H 19.6416 19.8090 18.8697
H 18.6918 18.6852 19.8252
H 18.2785 19.5514 16.4185
C 20.3922 12.7826 10.2998
C 19.3993 12.0524 11.1178
C 18.0438 12.9160 11.2341
C 17.1957 12.8740 9.9300
C 17.0649 11.4132 9.5039
C 18.3025 10.4773 9.4002
N 19.1063 10.6685 10.6016
O 20.2200 9.7938 10.6105
C 17.6989 9.1179 9.6018
C 18.9437 10.7888 8.0207
C 19.9506 11.9191 12.5516
H 20.1612 12.9523 9.2481
H 21.3351 12.2374 10.2577
H 20.6507 13.7501 10.7302
H 17.3892 12.4608 11.9773
H 18.2656 13.9349 11.5515
H 17.7445 13.2832 9.0818
H 16.1926 13.2982 9.8868
H 16.7221 11.4121 8.4692
H 16.1809 10.9586 9.9511
H 17.0023 8.8466 8.8087
H 18.4301 8.3154 9.6997
H 17.2142 9.0506 10.5758
H 18.4867 10.3128 7.1532
H 18.9651 11.8672 7.8636
H 20.0019 10.5550 8.1381
H 20.0068 12.8164 13.1679
H 20.9574 11.5036 12.5950
H 19.2857 11.1854 13.0073
H 20.0095 9.0975 11.2369
C 17.1553 23.8713 14.4682
C 17.3491 23.3259 13.0341
C 18.5565 24.0077 12.3692
C 19.2030 23.2434 11.1999
C 19.5374 21.7835 11.5558
C 18.2766 21.0664 12.1878
N 17.6842 21.9155 13.2686
O 16.7476 21.1602 13.9580
C 17.1712 20.6506 11.1300
C 18.8779 19.7458 12.8699
C 16.1786 23.5709 12.0768
H 16.5392 23.2308 15.0992
H 16.8789 24.9143 14.6231
H 18.1431 23.8505 14.9287
H 18.1712 24.9463 11.9708
H 19.3213 24.2340 13.1120
H 20.1315 23.6614 10.8111
H 18.3938 23.2845 10.4709
H 20.5520 21.7256 11.9498
H 19.7216 21.4038 10.5508
H 17.1244 21.2367 10.2122
H 17.3939 19.6485 10.7635
H 16.2073 20.4394 11.5931
H 19.1905 19.9926 13.8846
H 18.1738 18.9142 12.8416
H 19.8377 19.4822 12.4257
H 16.2535 23.0246 11.1366
H 16.1641 24.6424 11.8773
H 15.2372 23.3687 12.5877
H 16.0511 21.0226 13.3117
C 12.7544 13.4667 11.0104
C 11.5824 13.9602 10.1124
C 10.4921 12.8661 10.0936
C 9.1460 13.2677 9.4686
C 8.5352 14.4367 10.2403
C 9.5434 15.6598 10.4317
N 10.9141 15.1697 10.7443
O 11.7756 16.2007 11.0148
C 9.5269 16.5320 9.1335
C 8.9035 16.4481 11.6514
C 12.1387 14.3343 8.7308
H 12.4785 13.1586 12.0190
H 13.5665 14.1894 11.0889
H 13.0353 12.5814 10.4399
H 10.7989 12.0990 9.3825
H 10.3949 12.5722 11.1387
H 8.5379 12.3632 9.4670
H 9.2907 13.6744 8.4678
H 8.2037 13.9845 11.1750
H 7.7619 14.8657 9.6031
H 10.4850 17.0314 8.9898
H 9.4745 15.9035 8.2445
H 8.7234 17.2585 9.0121
H 8.2977 17.2841 11.3018
H 8.3383 15.7735 12.2945
H 9.6236 16.9268 12.3151
H 12.3644 15.3864 8.5566
H 11.6656 13.8444 7.8798
H 13.0963 13.8290 8.6054
H 12.0644 16.4409 10.1314
C 13.2145 11.4552 17.4609
C 14.6370 10.8198 16.9984
C 14.3879 10.5274 15.4130
C 15.6242 10.2104 14.6780
C 16.7186 11.2832 14.9001
C 17.0491 11.6028 16.4652
N 15.7481 11.7415 17.2117
O 15.9657 11.9891 18.5018
C 17.9781 10.4832 16.9786
C 17.6414 13.1048 16.4461
C 14.7771 9.4205 17.7317
H 13.2741 12.5116 17.1994
H 13.1734 11.3719 18.5470
H 12.3329 10.9623 17.0513
H 13.7106 9.7015 15.1955
H 13.9256 11.4505 15.0633
H 15.4802 9.9947 13.6193
H 16.1108 9.2772 14.9617
H 16.4841 12.1111 14.2309
H 17.5786 10.8186 14.4177
H 18.2843 10.6859 18.0049
H 17.6074 9.4582 16.9847
H 18.9903 10.5600 16.5817
H 17.8000 13.5615 17.4231
H 18.6551 12.9371 16.0823
H 17.1030 13.8848 15.9077
H 15.3230 9.4473 18.6748
H 15.3304 8.7073 17.1208
H 13.8559 8.8757 17.9379
H 15.7298 12.9173 18.5682
C 13.0377 15.3197 14.6579
O 14.0523 15.7711 14.1967
N 12.8340 15.1102 15.9344
N 11.9389 15.2212 13.9845
H 11.9683 14.6830 16.2314
H 13.6216 15.0524 16.5639
H 11.9144 15.5242 13.0213
H 11.2027 14.8027 14.5349
C 22.0750 16.4335 11.0244
O 22.8658 16.0623 11.8261
N 22.3182 16.4978 9.8170
N 20.8201 16.7559 11.2432
H 21.7313 17.1672 9.3400
H 23.2857 16.3248 9.5844
H 20.5183 16.6690 12.2032
H 20.1675 16.8160 10.4747
C 16.4619 16.2494 11.9163
O 15.5447 16.4136 11.1392
N 17.6861 16.4354 11.6315
N 16.3640 16.1142 13.1949
H 18.4209 16.3809 12.3223
H 18.0171 16.4561 10.6775
H 15.4786 15.7674 13.5353
H 17.1908 15.7781 13.6677
C 12.6571 19.6406 13.0369
O 12.3526 20.7510 12.7320
N 11.7511 18.9696 13.7460
N 13.8457 19.1758 12.8453
H 11.8925 18.0061 14.0136
H 10.8110 19.3320 13.8167
H 13.9946 18.2022 13.0692
H 14.5014 19.6153 12.2152
C 18.8209 18.4250 8.0405
O 19.3866 17.9227 8.9746
N 19.1435 19.5731 7.4889
N 17.7459 17.9297 7.5375
H 19.9930 20.0033 7.8255
H 18.6037 20.0836 6.8048
H 17.2825 17.0591 7.7553
H 17.2093 18.5153 6.9136
C 20.0257 15.4929 14.8503
O 19.5307 15.6160 13.7522
N 21.1493 14.8640 15.0831
N 19.6261 16.1562 15.9138
H 21.4777 14.3001 14.3123
H 21.4865 14.7695 16.0305
H 18.9785 16.8999 15.6955
H 19.8284 15.9184 16.8743
*
```

Löwdin population analysis, charges in e, atoms 1 to 2:
1 O -0.06
2 H 0.01

***

Entry 3:
Here is a 3-piece molecular cluster, C24H51F2IN6O4PS2 overall from the Open Molecules 2025 dataset. Energies are from wB97M-V/def2-TZVPD.

## Properties
- energy relative to the best compared isomer or geometry (same formula, charge and spin) (kJ/mol) = 0.0
- energy (hartree) = -3209.33273
- HOMO (eV) = -10.49

```
! wB97M-V def2-TZVPD RIJCOSX def2/J DEFGRID3
* xyz 1 1
C -0.2048 4.1698 3.9730
C -0.8409 3.4777 2.6810
F -1.5738 2.4008 3.2610
C 0.2161 2.9903 1.6218
P 0.6436 1.1839 2.1856
O 0.9997 1.2397 3.8375
I 2.7336 0.4581 1.0886
C 1.6113 3.7789 1.7278
C 2.2512 4.0598 0.2841
N 1.0812 4.6897 -0.4375
C 0.3676 3.4457 -0.7679
N 0.5725 3.0845 -2.0101
C 0.0274 1.8030 -2.5032
C 0.7407 1.2310 -3.7855
F 0.9472 -0.1419 -3.5382
N -0.2841 2.7877 0.2483
C -1.6587 2.3303 0.0919
C -2.8027 3.4293 0.0023
C -4.0636 2.8074 0.7289
S -4.8708 1.5491 -0.3917
C -5.4980 0.2821 0.7740
S -6.3860 0.8333 2.0852
N -5.2914 -1.1352 0.6257
C -4.2507 -1.6614 1.5255
C -2.7628 -1.3066 1.0893
O -2.6547 -0.7029 -0.2045
C -3.4614 -1.3751 -1.1779
C -4.9899 -1.5339 -0.7624
H 0.7177 3.6537 4.3252
H -1.0295 4.2044 4.7212
H 0.0245 5.2345 3.6755
H -1.5394 4.2624 2.2764
H 1.1245 0.3241 4.1336
H 1.4758 4.8341 2.1084
H 2.3074 3.2407 2.4136
H 3.0993 4.7665 0.4347
H 2.5645 3.1088 -0.2069
H 0.5311 5.2460 0.2184
H 1.1157 3.6497 -2.6640
H -0.0120 1.0321 -1.6944
H -1.0403 2.0141 -2.8107
H 1.7213 1.7282 -3.9987
H 0.0946 1.2899 -4.6955
H -1.9089 1.6530 0.9600
H -1.8581 1.6434 -0.7811
H -3.1024 3.5154 -1.0841
H -2.5282 4.4453 0.3715
H -4.8168 3.5820 1.0334
H -3.8009 2.2415 1.6586
H -4.4639 -1.3903 2.5873
H -4.3323 -2.8011 1.4712
H -2.0929 -2.2027 1.2171
H -2.3940 -0.5332 1.8265
H -3.0458 -2.3957 -1.4302
H -3.4451 -0.7836 -2.1339
H -5.2177 -2.6389 -0.8263
H -5.7112 -1.0361 -1.4572
C 5.9421 -0.0624 -3.5802
C 5.6142 0.5625 -2.2279
C 6.4939 1.7791 -1.8810
O 7.8067 1.4518 -1.4586
C 8.7215 1.1934 -2.5122
N 5.6941 -0.4743 -1.1930
H 6.8531 -0.6609 -3.5541
H 5.1351 -0.7276 -3.8944
H 6.0590 0.7048 -4.3499
H 4.5769 0.9151 -2.2783
H 6.0344 2.2941 -1.0310
H 6.5219 2.5033 -2.7052
H 8.5252 1.8164 -3.3893
H 8.6985 0.1366 -2.7851
H 9.7247 1.4164 -2.1472
H 5.3798 -0.0781 -0.3098
H 6.6813 -0.6662 -1.0318
C -1.0449 -7.3854 1.5005
C -1.4570 -6.7237 0.1892
C -2.0807 -5.3270 0.3737
O -3.4238 -5.3393 0.8393
C -3.5580 -5.4995 2.2429
N -2.3567 -7.6267 -0.5369
H -1.8969 -7.7805 2.0554
H -0.3769 -8.2263 1.3051
H -0.5128 -6.6817 2.1460
H -0.5480 -6.5965 -0.4076
H -2.1167 -4.8436 -0.6075
H -1.4560 -4.6888 1.0122
H -2.7479 -5.0132 2.7948
H -3.6067 -6.5606 2.4932
H -4.5038 -5.0465 2.5461
H -2.5510 -7.2297 -1.4532
H -3.2596 -7.5986 -0.0663
*
```

Löwdin population analysis, charges in e, atoms 1 to 2:
1 C -0.03
2 C -0.30

***

Entry 4:
Here is one molecule with the formula C16H32N2OS2 from the Open Molecules 2025 dataset. Energies are from wB97M-V/def2-TZVPD.

## Properties
- energy relative to the best compared isomer or geometry (same formula, charge and spin) (kJ/mol) = 6.9
- energy (hartree) = -1609.96531
- HOMO (eV) = -8.05

```
! wB97M-V def2-TZVPD RIJCOSX def2/J DEFGRID3
* xyz 0 1
C 4.3540 3.2000 -0.0028
H 4.8693 4.0065 0.5140
H 3.2945 3.2781 0.2281
H 4.4842 3.3428 -1.0737
C 4.9222 1.8478 0.4242
C 6.4235 1.8087 0.1455
H 6.9293 2.6235 0.6587
H 6.8526 0.8694 0.4854
H 6.6120 1.9060 -0.9216
C 4.2300 0.6852 -0.2974
C 2.8118 0.4225 0.2169
N 2.1753 -0.6427 -0.5576
C 1.4919 -0.1334 -1.7360
C 0.1641 0.5696 -1.4136
N -0.6862 -0.3201 -0.6460
C -0.0226 -0.7533 0.5712
H -0.6910 -1.4191 1.1189
C 1.2436 -1.5190 0.1556
C 1.8843 -2.2982 1.3066
H 1.1018 -2.8558 1.8241
H 2.3518 -1.6305 2.0303
C 2.9275 -3.2934 0.7873
O 4.0099 -2.6744 0.1497
H 3.6366 -2.0098 -0.4544
H 2.4336 -3.9995 0.1000
H 3.3464 -3.8656 1.6203
H 0.9187 -2.2576 -0.5911
H 0.2525 0.0882 1.2296
C -2.0630 0.1216 -0.5026
C -2.9510 -1.1003 -0.2383
H -3.0428 -1.3482 0.8174
H -2.5281 -1.9531 -0.7686
S -4.6235 -0.8906 -0.9297
C -5.5914 -0.2340 0.4765
C -4.8693 0.7444 1.3838
H -5.6071 1.2900 1.9738
H -4.1910 0.2339 2.0673
S -3.8893 2.0130 0.5146
C -2.2481 1.2283 0.5421
H -1.5559 2.0451 0.3358
H -2.0734 0.8624 1.5552
H -5.9494 -1.0822 1.0645
H -6.4410 0.2477 -0.0061
H -2.3599 0.5277 -1.4768
H -0.3433 0.8162 -2.3483
H 0.3655 1.5141 -0.8781
H 2.1518 0.5607 -2.2582
H 1.2883 -0.9812 -2.3959
H 2.2289 1.3509 0.1807
H 2.8795 0.1222 1.2625
H 4.2024 0.8945 -1.3684
H 4.8182 -0.2218 -0.1518
H 4.7679 1.7280 1.5028
*
```

Löwdin population analysis, charges in e, atoms 1 to 2:
1 C -0.08
2 H 0.08

***

Entry 5:
Here is C3H4O3 as an isolated structure from the Open Molecules 2025 dataset. Energies are from wB97M-V/def2-TZVPD.

## Properties
- energy relative to the best compared isomer or geometry (same formula, charge and spin) (kJ/mol) = 580.1
- energy (hartree) = -342.23498
- HOMO (eV) = -10.05

```
! wB97M-V def2-TZVPD RIJCOSX def2/J DEFGRID3
* xyz 0 1
C 0.8696 -1.0252 0.1289
C -0.0803 0.3112 -0.0456
C -1.6224 0.3490 0.0892
H 1.7958 0.7884 -0.8092
H 0.8176 -1.3483 1.2511
H 0.4207 -1.6876 -0.7750
H -2.0225 1.3975 0.8355
O 2.2037 -0.2889 0.0020
O 0.4171 1.4063 -0.0350
O -2.1225 -0.7374 -0.1591
*
```

Löwdin population analysis, charges in e, atoms 1 to 2:
1 C -0.14
2 C -0.35

***

| no. | maximum force (eV/Å) |
| --- | --- |
| 1 | 6.1 |
| 2 | 9.4 |
| 3 | 3.1 |
| 4 | 0.7 |
| 5 | 5.6 |